[1]
31
Properties=species:S:1:pos:R:3:forces:R:3:nbo_charge:R:1 method="wB97M-V/def2-TZVPD" smiles=CCN(C)CC.O.O.O.O lumo_energy_ev=0.616 orbital_gap_ev=9.71 homo_energy_ha=-0.334
C 0.861325 -1.682139 0.841911 -1.2806 -1.7801 3.3417 -0.629
C -0.493826 -0.954210 0.864134 0.8385 1.8892 0.2977 -0.208
N -0.702670 -0.334001 -0.502759 -0.7345 -1.0449 0.5376 -0.496
C -0.847881 -1.391521 -1.579398 -0.0887 1.6994 -1.2192 -0.427
C -1.898311 0.552261 -0.516109 -1.7894 -2.2332 0.3980 -0.214
C -1.624323 1.790495 -1.287595 0.2218 2.3627 0.9723 -0.635
H 1.105175 -2.230430 1.863779 -0.7986 1.2329 -1.7337 0.217
H 0.828021 -2.518825 0.170094 0.4899 -0.0202 -0.7768 0.206
H 1.630500 -0.969403 0.748336 1.0355 0.6114 -0.7418 0.227
H -1.355189 -1.595957 1.112979 0.2846 0.2837 0.1315 0.144
H -0.405671 -0.086874 1.681696 -0.4735 -1.7511 -1.9000 0.210
H 0.017952 -1.300264 -2.285769 -0.8117 -0.1380 0.4543 0.212
H -1.826123 -1.264862 -2.189256 1.6509 -0.0606 1.0400 0.202
H -0.836420 -2.401255 -1.221501 -0.0321 -0.5538 0.4663 0.173
H -2.219228 0.786405 0.511878 0.4104 -0.0627 -0.2162 0.199
H -2.771139 -0.116577 -0.938340 1.1844 1.5926 0.6835 0.164
H -1.758729 1.650502 -2.330106 -0.1366 -0.0264 -1.0829 0.206
H -2.191062 2.748110 -0.956962 0.6511 -1.8142 -0.4898 0.214
H -0.555529 1.994069 -1.108049 -0.4943 0.3036 -0.2627 0.236
O 3.085680 1.225276 1.378242 0.7082 0.0297 1.4347 -1.005
H 3.010129 1.134061 0.422641 0.3316 -0.3036 -0.5726 0.503
H 3.997459 1.057671 1.695169 -0.8948 0.1478 -0.6319 0.485
O 1.785718 1.471148 -0.907238 2.8168 0.3714 -1.8357 -0.978
H 1.143652 0.817208 -0.832421 -2.2295 -2.0185 0.2901 0.486
H 1.675893 2.082902 -0.202815 -0.8989 1.3514 0.6588 0.478
O 1.318339 3.438757 0.770882 -0.4451 -1.4429 1.3266 -0.983
H 1.823607 2.839836 1.408943 -0.1501 1.7884 -1.0491 0.518
H 1.776274 4.205196 0.434499 0.7388 -0.0181 0.3986 0.492
O -1.434582 -4.047082 1.063926 -1.3774 -2.6848 4.6181 -0.895
H -1.871475 -3.337433 1.534958 -0.4223 -0.3223 1.1095 0.456
H -1.267567 -3.563064 0.354251 1.6955 2.6112 -5.6472 0.442


[2]
34
Properties=species:S:1:pos:R:3:forces:R:3:nbo_charge:R:1 method="wB97M-V/def2-TZVPD" smiles="CC(=O)NCCCO.O.O.O.O.O" lumo_energy_ev=0.198 orbital_gap_ev=10.36 homo_energy_ha=-0.373
C -2.277177 2.567094 -1.355109 -1.8289 0.8183 -0.2190 -0.740
C -1.606624 1.240373 -1.147325 0.8891 0.5548 -0.6315 0.682
O -1.395508 0.557257 -2.144018 0.2487 -0.7419 0.5015 -0.651
N -1.100942 0.961731 0.076170 -0.2371 0.4305 0.4083 -0.618
C -1.336221 1.766528 1.289797 2.0095 -0.9472 0.0504 -0.204
C -1.225377 0.768464 2.502643 -2.8207 1.2809 -1.1639 -0.448
C -0.105594 -0.208358 2.424761 1.1455 -1.1689 2.0502 -0.095
O -0.445533 -1.324099 1.637743 -0.4754 -0.1256 -1.2245 -0.760
H -2.480195 2.686159 -2.410283 0.4826 -0.2383 -0.4402 0.252
H -3.329611 2.665421 -0.999103 0.8399 -0.2358 0.5828 0.235
H -1.701866 3.448208 -1.057849 0.0161 -0.3247 0.3696 0.232
H -0.341656 0.288423 0.176204 -0.7516 0.1054 -0.5777 0.403
H -0.510111 2.514874 1.346521 -0.6025 -0.2274 0.1906 0.183
H -2.276811 2.288582 1.214805 -0.2826 -0.0505 0.1890 0.218
H -2.161194 0.166046 2.438768 0.5612 0.1052 -0.0272 0.218
H -1.424083 1.327058 3.418421 0.9301 -0.0184 0.2091 0.231
H 0.125265 -0.621322 3.428053 -0.0703 0.6019 -0.2121 0.197
H 0.876195 0.151973 2.066786 -0.5348 0.2139 -0.1184 0.190
H -0.873091 -2.048221 2.096622 0.0039 0.2075 0.4236 0.497
O 1.563326 -2.309682 0.395000 0.2798 0.6180 0.2582 -0.969
H 2.259322 -1.712280 0.096461 0.4194 -0.5158 -0.0724 0.477
H 0.805176 -1.698589 0.343167 0.2048 -0.7418 0.4198 0.480
O 0.091974 -4.671326 -0.432131 -0.2988 1.0237 0.3741 -0.934
H -0.466968 -4.036149 -0.906095 -0.0671 -0.5477 -0.1136 0.450
H 0.427312 -4.082436 0.273610 0.3346 -0.5708 -0.3652 0.484
O 2.298627 0.730885 -2.731691 0.5810 0.3988 0.2850 -0.970
H 2.229091 -0.130471 -2.293507 -0.6838 0.0329 -0.7098 0.487
H 1.431704 0.967203 -3.073816 -0.1224 -0.4159 0.1444 0.480
O 4.129477 0.689278 -0.442685 -0.0915 -0.0291 0.5388 -0.934
H 3.270560 0.469149 -0.815035 0.0610 0.2662 -0.3454 0.467
H 3.952472 1.513795 0.025891 0.1696 -0.0664 -0.0931 0.464
O 0.852778 -1.461970 -1.923637 -0.4274 0.1449 -0.2720 -0.990
H 0.773137 -2.396080 -1.702762 0.2056 0.0227 0.0388 0.490
H -0.027847 -1.067532 -1.816362 -0.0874 0.1405 -0.4481 0.496


[3]
35
Properties=species:S:1:pos:R:3:forces:R:3:mulliken_spin:R:1 method="wB97M-V/def2-TZVPD" multiplicity=2 s_squared=0.753 lumo_energy_ev="-0.489 / -5.242" orbital_gap_ev="9.04 / 4.18" homo_energy_ha="-0.350 / -0.346"
O 0.190340 0.847833 1.642360 -0.2897 -0.2078 -0.0084 -0.001
C -0.986115 1.280848 1.957419 1.0831 -0.1175 -1.3057 -0.006
O -1.253126 2.442544 2.215848 -0.4576 -0.1931 0.3290 0.017
C -2.134332 0.301047 1.712148 -1.1994 -0.3925 2.1007 0.036
C -3.046815 0.787199 0.588144 0.4036 -0.8305 0.2862 0.010
C -2.165579 0.780665 -0.658899 -0.1858 -0.3226 -0.5268 -0.021
S -1.967939 -0.918606 -1.301201 0.9454 0.2694 0.4808 0.885
C -0.183010 -1.162968 -1.550581 -0.5191 0.4110 0.5476 -0.045
H -1.919654 -0.781039 1.684030 0.7569 0.3016 -0.9509 -0.011
H -2.719359 0.241359 2.642931 -0.1759 0.6886 -0.1141 -0.004
H -3.885802 0.087019 0.565883 -0.1871 0.3286 -0.4772 -0.004
H -3.381013 1.804649 0.790492 0.0061 -0.0625 -0.0761 -0.002
H -1.238311 1.302623 -0.405933 0.2808 -0.4084 -0.4541 -0.003
H -2.569222 1.211259 -1.582919 -0.3589 0.4361 0.1553 0.066
H 0.276232 -0.179248 -1.460704 0.2712 -0.0906 -0.1883 0.002
H 0.016057 -1.666628 -2.493201 -0.2257 0.1222 -0.1440 0.015
H 0.190702 -1.802505 -0.739896 -0.2977 0.0402 0.0928 0.061
H 2.406607 -1.975387 -0.072769 -0.6544 -0.1244 -0.5184 0.001
H 2.112909 -2.534722 -1.633393 -0.6252 0.1087 0.3736 0.001
O 2.710787 -2.373645 -0.911673 1.5311 -0.1467 -0.0245 0.002
H 2.282117 -1.015796 2.192243 -0.2127 0.5748 0.0070 0.000
H 1.223013 -0.303426 1.161648 -0.0151 0.2358 1.3684 0.002
O 1.935583 -0.983963 1.295378 0.3941 -0.3916 -1.0553 0.001
H 0.501746 2.337003 -2.200890 -0.1767 -0.0230 -0.2315 0.000
H -0.315163 1.295835 -2.974185 0.0738 0.1752 -0.1492 0.001
O 0.291606 2.030592 -3.109920 -0.1244 -0.0591 0.2267 0.000
H -0.350064 -2.666949 2.640739 0.0281 -0.1151 0.0734 0.000
H 0.812421 -2.179850 1.758175 -0.2094 -0.7828 0.2838 0.000
O 0.372800 -2.997605 2.097726 -0.1638 0.5092 -0.2848 0.000
H 1.786296 1.878300 -0.909001 -0.0439 0.3099 0.2728 0.000
H 0.808606 1.823862 0.310117 0.1078 0.3713 0.2634 -0.001
O 1.094454 2.385538 -0.442908 -0.0664 -0.3251 -0.5218 0.000
H 2.727509 0.413207 -0.229990 0.3875 -0.3647 0.2876 0.000
H 3.322868 -0.286683 -1.457852 -0.0749 -0.0405 0.1874 0.000
O 3.052850 0.577638 -1.119368 -0.0056 0.1161 -0.3056 0.000


[4]
34
Properties=species:S:1:pos:R:3:forces:R:3:nbo_charge:R:1 method="wB97M-V/def2-TZVPD" total_charge=-1 lumo_energy_ev=3.352 orbital_gap_ev=7.29 homo_energy_ha=-0.145
C -0.818935 1.188269 -2.382006 0.5138 0.3584 -0.1244 -0.416
C -1.524410 -0.139903 -2.262133 -0.8435 -0.7091 -0.1758 -0.512
S -1.622565 -0.914769 -0.609741 -0.3920 0.1761 0.3319 -0.720
C 0.709582 1.034392 -2.337132 -1.4347 0.5840 1.4042 -0.210
N 1.089334 0.696907 -0.975868 1.0355 -0.3234 0.0108 -0.723
C 2.165561 -0.289249 -0.869435 -0.2113 0.2840 -0.7260 -0.210
C 2.515393 -0.601956 0.565707 -1.0274 -0.8107 -0.6881 -0.618
H -1.155426 1.853182 -1.581279 -0.0027 0.1666 -0.1317 0.201
H -1.029511 1.632390 -3.357646 -0.3326 0.1715 -0.0098 0.189
H -1.057536 -0.864243 -2.908856 0.6087 -0.3039 -0.3771 0.182
H -2.532263 -0.105257 -2.698735 -0.0030 0.3978 0.3360 0.192
H 1.192895 1.969357 -2.558444 0.3169 0.4246 -0.7795 0.170
H 0.887098 0.279365 -3.066723 0.8793 -0.7885 -0.6814 0.165
H 0.266850 0.302059 -0.542988 -0.3227 -0.3584 0.2967 0.404
H 1.961931 -1.183313 -1.463480 -0.4996 -0.4927 0.3105 0.175
H 3.041944 0.074198 -1.398476 0.4014 0.6105 0.1369 0.170
H 2.665483 0.313236 1.099719 1.2168 0.3641 0.3824 0.221
H 1.672166 -1.049527 1.078088 -0.3287 0.2646 -0.1352 0.171
H 3.212797 -1.439216 0.547394 0.7399 0.6068 0.5120 0.221
H -1.710294 -1.610476 2.541292 -0.4257 0.2179 -0.4350 0.469
H -0.685252 -0.965430 3.502591 -0.0874 0.2692 -0.2825 0.481
O -0.911013 -1.770503 3.027813 0.6144 -0.5666 0.6693 -0.950
H -0.104964 -2.481192 0.221187 -0.2165 0.1524 -0.3195 0.497
H 1.043016 -2.442156 1.200923 -0.2626 -0.4181 0.1727 0.452
O 0.631527 -3.018023 0.553909 0.1821 -0.5441 -0.0255 -0.973
H 0.512855 0.328504 1.608003 -0.2906 -0.0115 -0.0960 0.478
H -0.772428 1.030386 1.981711 -2.6594 0.4571 -1.0832 0.491
O 0.104267 0.924824 2.241283 2.9106 -0.0857 1.2634 -0.979
H 1.749831 2.573988 1.247796 -0.2098 -0.1038 -0.3779 0.482
H 1.908622 2.530578 -0.287439 -0.4430 -0.6858 0.1035 0.492
O 2.196327 2.995953 0.502103 0.5453 0.7576 0.5099 -0.987
H -2.734270 0.324628 1.815255 0.0320 -0.8554 0.4847 0.465
H -2.891492 1.174423 0.699296 0.2391 0.3044 -0.5102 0.492
O -2.761400 1.260010 1.650757 -0.2425 0.4904 0.0341 -0.960